# 1
Entry from the Open Molecules 2025 dataset: C18H24N4O2S in the gas phase in a non-equilibrium geometry (wB97M-V/def2-TZVPD).

The geometry in XYZ format:
```
49
Properties=species:S:1:pos:R:3:forces:R:3
C 3.158 2.712 -2.094 -0.19 -0.15 0.11
C 2.646 1.656 -1.122 0.32 0.04 -0.05
C 3.795 0.909 -0.446 -0.30 0.02 0.20
C 3.336 -0.036 0.664 0.11 -0.10 -0.36
C 2.485 -1.196 0.156 0.05 0.09 0.41
C 2.103 -2.149 1.287 -0.32 -0.02 -0.41
C 1.117 -3.221 0.823 0.46 -0.16 0.56
H 1.554 -3.852 0.047 -0.05 0.03 0.08
H 0.806 -3.835 1.674 0.03 0.00 -0.18
O -0.036 -2.646 0.209 -0.24 0.16 -0.12
C -0.878 -1.991 1.026 -0.05 -0.18 -0.10
O -0.764 -1.992 2.232 -0.01 -0.01 -0.04
C -1.932 -1.245 0.330 -0.41 0.09 -0.01
C -2.310 -1.408 -0.961 0.24 -0.14 0.39
N -3.345 -0.659 -1.472 0.06 -0.06 -0.35
C -4.151 0.053 -0.632 -0.49 0.40 0.62
N -5.326 0.596 -0.875 0.24 -0.30 -0.72
C -5.660 1.113 0.330 0.39 -0.18 0.02
N -4.773 0.920 1.273 -0.20 0.43 0.95
N -3.801 0.232 0.654 -0.26 -0.38 -1.09
C -2.539 -0.159 1.212 0.42 -0.13 0.34
C -1.591 1.009 1.250 0.21 0.07 0.28
C -1.580 2.109 0.447 -0.17 -0.24 0.10
C -0.510 2.986 0.733 0.20 0.06 0.10
C 0.279 2.529 1.738 -0.06 -0.22 0.21
S -0.268 1.021 2.360 -0.11 0.43 -0.33
H 1.152 2.987 2.157 0.19 0.13 0.06
H -0.343 3.910 0.210 0.07 0.17 -0.07
H -2.317 2.301 -0.313 -0.20 0.00 -0.11
H -2.687 -0.543 2.229 -0.08 0.04 -0.28
H -6.578 1.637 0.496 -0.21 0.14 0.14
H -3.688 -0.830 -2.405 0.04 -0.02 0.13
C -1.699 -2.374 -1.921 0.06 -0.05 -0.14
H -2.310 -2.464 -2.817 -0.05 -0.01 -0.05
H -0.703 -2.040 -2.204 0.03 -0.02 -0.05
H -1.591 -3.353 -1.462 -0.01 0.00 -0.07
H 2.990 -2.648 1.680 0.04 -0.04 0.06
H 1.644 -1.582 2.098 0.08 -0.05 0.05
H 1.571 -0.805 -0.294 0.00 0.00 -0.09
H 3.032 -1.744 -0.616 0.00 -0.01 -0.13
H 4.217 -0.439 1.169 0.01 0.00 0.11
H 2.761 0.528 1.403 -0.01 0.02 0.09
H 4.480 1.643 -0.015 0.09 0.03 -0.06
H 4.350 0.343 -1.198 0.11 0.00 -0.04
H 2.028 2.134 -0.359 -0.07 -0.08 -0.01
H 2.015 0.950 -1.666 -0.11 -0.02 0.05
H 2.328 3.228 -2.572 -0.02 0.11 -0.10
H 3.765 3.449 -1.572 0.09 0.11 0.01
H 3.770 2.254 -2.869 0.09 0.01 -0.12
```
Positions in Å, forces in eV/Å.

The value obtained for the HOMO-LUMO gap is 9.02 eV. Its SMILES is CCCCCCCOC(=O)C1=C(C)Nc2ncnn2[C@@H]1c1cccs1. Its HOMO energy is -8.442 eV.

Here is what natural (NBO) gives for the atomic charges, in e:
1. C -0.598
2. C -0.401
3. C -0.387
4. C -0.386
5. C -0.403
6. C -0.428
7. C -0.068
8. H 0.188
9. H 0.201
10. O -0.521
11. C 0.789
12. O -0.619
13. C -0.248
14. C 0.300
15. N -0.578
16. C 0.501
17. N -0.516
18. C 0.149
19. N -0.279
20. N -0.189
21. C -0.074
22. C -0.201
23. C -0.262
24. C -0.253
25. C -0.424
26. S 0.468
27. H 0.236
28. H 0.225
29. H 0.225
30. H 0.259
31. H 0.201
32. H 0.424
33. C -0.646
34. H 0.208
35. H 0.247
36. H 0.251
37. H 0.208
38. H 0.226
39. H 0.204
40. H 0.192
41. H 0.197
42. H 0.197
43. H 0.197
44. H 0.191
45. H 0.204
46. H 0.192
47. H 0.206
48. H 0.199
49. H 0.199

---

# 2
Entry from the Open Molecules 2025 dataset: a molecular structure, C18H24N5NaS in a non-equilibrium geometry (wB97M-V/def2-TZVPD).

The geometry in XYZ format:
```
49
Properties=species:S:1:pos:R:3:forces:R:3
Na -0.734 0.078 -0.981 0.63 0.02 0.25
C -3.675 -0.075 -0.364 0.02 0.19 0.11
C -3.050 1.202 0.211 -0.21 -0.09 -0.05
N -2.118 0.873 1.277 -0.17 0.24 0.17
C -0.935 1.690 1.506 0.01 -0.13 0.03
C 0.193 0.734 1.830 0.12 0.06 0.27
C 0.981 0.786 2.965 -0.03 0.02 -0.06
C 1.894 -0.244 3.173 0.02 -0.05 -0.04
C 1.973 -1.281 2.261 0.02 0.00 0.05
C 1.147 -1.244 1.139 -0.02 0.06 0.05
C 1.141 -2.336 0.087 -0.04 0.04 0.01
N 0.086 -2.155 -0.897 0.33 -0.52 -0.18
C -1.152 -2.899 -0.666 -0.15 0.11 0.12
C -2.246 -2.064 -0.001 -0.03 -0.28 -0.03
N -2.665 -0.989 -0.895 -0.67 -0.40 0.08
N 0.303 -0.249 0.940 0.43 -0.04 0.54
H -4.336 0.232 -1.177 -0.04 -0.07 0.01
H -4.293 -0.563 0.404 -0.02 0.01 -0.03
H -3.859 1.868 0.539 0.05 0.08 -0.09
H -2.507 1.700 -0.597 -0.06 0.08 0.04
H -2.604 0.702 2.147 0.00 -0.10 0.00
H -1.052 2.437 2.298 0.01 0.05 -0.06
H -0.680 2.217 0.581 -0.04 0.09 0.04
H 0.881 1.598 3.674 -0.02 -0.01 0.00
H 2.524 -0.244 4.053 0.00 0.00 -0.01
H 2.656 -2.107 2.414 -0.02 0.00 0.00
H 1.055 -3.305 0.598 0.06 0.00 -0.01
H 2.114 -2.325 -0.411 -0.04 -0.01 -0.05
H 0.435 -2.347 -1.828 -0.06 0.09 -0.02
H -0.973 -3.788 -0.047 0.01 -0.02 -0.06
H -1.535 -3.239 -1.632 0.09 -0.03 -0.01
H -1.866 -1.622 0.919 -0.07 0.01 0.03
H -3.082 -2.735 0.254 0.02 0.04 0.07
H -2.997 -1.399 -1.759 0.07 0.08 -0.06
C 3.341 0.562 -0.995 0.02 -0.01 0.03
C 2.582 0.925 -2.100 0.04 -0.02 -0.03
C 1.824 2.089 -2.067 0.08 0.03 0.00
C 1.812 2.875 -0.922 0.05 0.06 -0.01
C 2.574 2.512 0.181 -0.02 -0.01 0.02
C 3.343 1.358 0.142 0.00 -0.01 0.05
H 3.949 -0.335 -1.021 -0.02 0.00 -0.03
H 2.586 0.315 -2.995 -0.04 -0.02 0.01
H 1.254 2.385 -2.935 -0.08 -0.04 0.03
H 1.226 3.786 -0.902 -0.01 -0.01 0.01
H 2.576 3.133 1.070 0.00 0.00 -0.01
H 3.944 1.078 0.999 -0.01 0.00 0.00
S -0.213 -1.016 -4.278 0.27 -0.68 -0.41
C -0.731 0.267 -3.432 -0.35 0.78 0.23
N -1.091 1.159 -2.761 -0.16 0.41 -0.98
```
Positions in Å, forces in eV/Å.

The value obtained for the HOMO-LUMO gap is 7.55 eV. Its HOMO energy is -7.471 eV.

Here is what natural (NBO) gives for the atomic charges, in e:
1. Na 0.841
2. C -0.218
3. C -0.234
4. N -0.649
5. C -0.260
6. C 0.245
7. C -0.268
8. C -0.147
9. C -0.264
10. C 0.248
11. C -0.260
12. N -0.662
13. C -0.224
14. C -0.238
15. N -0.667
16. N -0.502
17. H 0.212
18. H 0.169
19. H 0.178
20. H 0.219
21. H 0.369
22. H 0.190
23. H 0.220
24. H 0.221
25. H 0.219
26. H 0.220
27. H 0.189
28. H 0.223
29. H 0.409
30. H 0.178
31. H 0.207
32. H 0.216
33. H 0.172
34. H 0.380
35. C -0.241
36. C -0.170
37. C -0.218
38. C -0.235
39. C -0.215
40. C -0.228
41. H 0.208
42. H 0.224
43. H 0.240
44. H 0.215
45. H 0.209
46. H 0.211
47. S -0.342
48. C 0.068
49. N -0.658

---

# 3
Entry from the Open Molecules 2025 dataset: a molecular structure, C18H24NO3SSe2W in a non-equilibrium geometry (wB97M-V/def2-TZVPD).

The geometry in XYZ format:
```
50
Properties=species:S:1:pos:R:3:forces:R:3
W 0.474 0.838 1.067 -0.64 0.70 -0.31
O 2.391 2.449 1.716 -0.12 0.33 0.09
C 2.024 3.369 2.770 0.03 -0.09 -0.04
C 0.512 3.386 2.891 -0.15 -0.11 0.12
C 0.132 4.302 4.071 -0.15 -0.01 0.03
O -1.236 4.058 4.320 0.06 0.06 -0.02
C -0.097 1.965 3.181 0.87 0.45 -0.40
Se 1.126 0.346 3.306 -0.87 0.15 -0.23
C -0.164 3.979 1.647 0.07 0.15 -0.04
Se 0.153 2.959 -0.029 -0.20 -0.27 0.78
H 3.346 2.507 1.575 0.09 -0.21 -0.07
H 2.386 4.365 2.520 0.05 0.06 0.01
H 2.481 3.056 3.708 0.04 -0.03 0.08
H 0.317 5.345 3.797 0.04 0.01 0.02
H 0.753 4.060 4.939 0.02 -0.01 0.07
H -1.587 4.688 4.962 0.01 -0.02 0.00
H -0.970 1.747 2.527 -0.21 0.06 0.16
H -0.542 1.975 4.175 -0.32 -0.17 0.06
H 0.204 4.983 1.443 0.07 0.01 -0.02
H -1.241 4.031 1.781 -0.09 -0.04 -0.03
C 3.038 -0.076 -0.566 0.07 -0.14 -0.18
O 1.769 0.175 0.109 0.20 -0.60 -0.68
H 3.359 0.858 -1.013 -0.04 0.15 -0.01
H 2.866 -0.825 -1.332 -0.13 -0.05 -0.02
H 3.744 -0.432 0.174 0.00 -0.02 0.16
N -1.357 0.196 0.527 1.07 -0.76 0.47
S -2.285 -1.244 0.323 0.49 -0.28 0.10
C -1.814 -2.282 1.691 0.02 0.18 0.02
C -1.835 -1.729 2.970 -0.21 -0.08 -0.03
C -1.621 -2.560 4.056 0.01 0.02 0.06
C -1.427 -3.923 3.864 0.01 -0.09 -0.04
C -1.444 -4.464 2.583 -0.02 -0.01 0.14
C -1.645 -3.647 1.482 0.11 0.02 -0.19
C -1.610 -2.057 -1.087 -0.24 0.19 0.06
C -0.272 -2.444 -1.154 -0.17 -0.09 -0.15
C 0.157 -3.125 -2.272 0.05 -0.07 -0.12
C -0.742 -3.421 -3.301 0.02 -0.01 0.00
C -2.067 -3.025 -3.223 -0.02 0.00 -0.03
C -2.515 -2.329 -2.107 -0.13 0.11 0.00
H -1.925 0.906 0.089 -0.05 0.31 -0.19
H -2.093 -0.690 3.119 0.06 0.10 0.03
H -1.635 -2.152 5.059 -0.04 -0.02 -0.04
H -1.290 -4.573 4.720 0.02 0.04 -0.06
H -1.316 -5.529 2.436 0.00 0.03 0.02
H -1.671 -4.073 0.486 -0.02 0.01 0.10
H 0.392 -2.269 -0.329 0.26 0.05 0.30
H 1.185 -3.458 -2.348 -0.04 0.00 0.02
H -0.398 -3.979 -4.163 0.00 0.04 0.01
H -2.758 -3.254 -4.023 0.02 -0.01 0.01
H -3.550 -2.012 -2.034 0.07 -0.04 0.00
```
Positions in Å, forces in eV/Å.

The value obtained for the HOMO-LUMO gap is 5.74 eV. Its net charge is +3. Its HOMO energy is -17.880 eV.

Here is what natural (NBO) gives for the atomic charges, in e:
1. W 1.414
2. O -0.757
3. C -0.088
4. C -0.126
5. C -0.066
6. O -0.740
7. C -0.652
8. Se 0.418
9. C -0.525
10. Se 0.390
11. H 0.536
12. H 0.236
13. H 0.218
14. H 0.213
15. H 0.200
16. H 0.521
17. H 0.265
18. H 0.370
19. H 0.275
20. H 0.275
21. C -0.254
22. O -0.549
23. H 0.239
24. H 0.247
25. H 0.240
26. N -1.036
27. S 1.136
28. C -0.208
29. C -0.255
30. C -0.179
31. C -0.136
32. C -0.171
33. C -0.215
34. C -0.320
35. C -0.167
36. C -0.204
37. C -0.117
38. C -0.180
39. C -0.150
40. H 0.439
41. H 0.218
42. H 0.247
43. H 0.259
44. H 0.261
45. H 0.251
46. H 0.198
47. H 0.247
48. H 0.260
49. H 0.265
50. H 0.254

---

> Which value of HOMO does entry 1 give?

-8.442 eV

---

> What is the HOMO in the third record?

-17.880 eV

---

> HOMO of number 3 (C18H24NO3SSe2W)?

-17.880 eV